No. 1
A gas-phase ion, C22H30N3O5S (charge +1) at a distorted geometry. Source: OMol25; level of theory: ωB97M-V with the def2-TZVPD basis set.

Values from the calculation:
charge	+1
orbital gap	7.8	eV
F_max	0.021	Eh/bohr
SMILES	COc1ccccc1N(C)S(=O)(=O)c1ccc(C(=O)NCCC[NH+]2CCOCC2)cc1

```
61
C22H30N3O5S, DFT ωB97M-V with the def2-TZVPD basis set
C -2.53 -1.57 2.01
H -2.12 -2.24 1.25
H -3.11 -2.14 2.73
H -1.71 -1.07 2.52
O -3.29 -0.53 1.42
C -4.41 -0.87 0.72
C -4.83 -2.18 0.48
C -5.95 -2.43 -0.30
C -6.67 -1.38 -0.85
C -6.27 -0.08 -0.60
C -5.17 0.19 0.19
N -4.80 1.54 0.38
S -3.87 2.18 -0.82
O -3.67 3.57 -0.56
O -4.40 1.76 -2.08
C -2.28 1.34 -0.62
C -1.34 1.85 0.26
C -0.14 1.19 0.42
C 0.13 0.02 -0.29
C -0.84 -0.49 -1.16
C -2.04 0.18 -1.32
H -2.80 -0.18 -2.00
H -0.67 -1.39 -1.73
C 1.46 -0.59 -0.09
O 2.32 -0.02 0.60
N 1.73 -1.76 -0.69
H 1.03 -2.20 -1.26
C 2.97 -2.49 -0.48
H 3.26 -2.35 0.57
H 2.75 -3.54 -0.63
C 4.11 -2.04 -1.41
H 3.70 -1.45 -2.23
H 4.57 -2.92 -1.86
C 5.22 -1.27 -0.70
N 4.78 0.05 -0.20
C 4.73 1.08 -1.25
H 4.09 0.75 -2.07
H 5.74 1.25 -1.63
C 4.18 2.39 -0.66
O 4.99 2.83 0.40
C 5.03 1.87 1.43
H 5.67 2.28 2.21
C 5.61 0.55 0.92
H 5.62 -0.19 1.72
H 6.63 0.70 0.56
H 4.02 1.69 1.83
H 4.20 3.18 -1.41
H 3.15 2.23 -0.32
H 3.76 -0.05 0.19
H 5.57 -1.86 0.15
H 6.06 -1.12 -1.38
H 0.61 1.57 1.10
H -1.56 2.77 0.78
C -4.62 2.06 1.72
H -5.56 1.95 2.27
H -3.82 1.55 2.26
H -4.39 3.12 1.61
H -6.81 0.76 -1.02
H -7.53 -1.58 -1.46
H -6.25 -3.45 -0.47
H -4.28 -3.01 0.89
```

No. 2
A molecular structure, C22H30N6O2STi. Source: OMol25; level of theory: ωB97M-V with the def2-TZVPD basis set.

Values from the calculation:
energy above the lowest of the compared OMol25 structures with the same formula, charge and spin	11.3	kcal/mol
⟨S²⟩	2.03
orbital gap (alpha / beta)	4.7 / 7.1	eV
F_max	0.006	Eh/bohr
spin multiplicity	3

```
62
C22H30N6O2STi, DFT ωB97M-V with the def2-TZVPD basis set
Ti -0.14 0.20 0.29
C 2.56 2.32 0.93
N 1.67 1.81 -0.11
C 0.97 2.94 -0.77
C 0.18 3.87 0.14
C -0.71 3.14 1.16
N -1.20 1.89 0.65
C -2.41 1.94 -0.02
C -2.78 1.13 -1.13
C -4.14 1.11 -1.53
C -4.58 0.39 -2.61
C -3.67 -0.37 -3.36
C -2.33 -0.37 -2.99
C -1.86 0.35 -1.91
O -0.55 0.34 -1.60
C 2.46 1.13 -1.17
C 3.42 0.05 -0.69
C 2.83 -0.96 0.30
N 1.45 -1.29 -0.01
C 1.20 -2.47 -0.46
C -0.10 -3.02 -0.72
C -0.18 -4.22 -1.45
C -1.39 -4.81 -1.73
C -2.56 -4.22 -1.25
C -2.51 -3.06 -0.50
C -1.29 -2.43 -0.22
O -1.25 -1.35 0.51
H 1.99 2.87 1.68
H 3.31 3.01 0.50
H 3.08 1.51 1.43
H 0.31 2.50 -1.51
H 1.72 3.54 -1.31
H -0.45 4.47 -0.51
H 0.84 4.57 0.66
H -1.54 3.79 1.46
H -0.12 2.98 2.08
H -3.17 2.59 0.39
H -4.85 1.70 -0.95
H -5.63 0.40 -2.88
H -4.00 -0.94 -4.21
H -1.60 -0.95 -3.55
H 3.04 1.88 -1.72
H 1.73 0.71 -1.87
H 4.31 0.49 -0.24
H 3.76 -0.48 -1.58
H 2.83 -0.55 1.31
H 3.45 -1.86 0.33
H 2.04 -3.14 -0.63
H 0.74 -4.67 -1.81
H -1.44 -5.73 -2.31
H -3.51 -4.67 -1.47
H -3.42 -2.59 -0.13
N 0.08 0.26 2.67
N 1.21 0.10 3.51
C 1.68 -1.18 3.73
N 2.73 -1.18 4.59
S 1.03 -2.54 3.09
H -0.21 1.23 2.75
H -0.70 -0.33 2.99
H 1.16 0.64 4.37
H 3.33 -0.37 4.64
H 3.18 -2.08 4.74
```

No. 3
A molecular structure, C22H31As2IrN3O2S at a distorted geometry. Source: OMol25; level of theory: ωB97M-V with the def2-TZVPD basis set.

Values from the calculation:
charge	+3
energy above the lowest of the compared OMol25 structures with the same formula, charge and spin	7.8	kcal/mol
orbital gap	7.9	eV
F_max	0.022	Eh/bohr

```
62
C22H31As2IrN3O2S, DFT ωB97M-V with the def2-TZVPD basis set
Ir -0.13 -1.19 0.02
C -0.27 -2.22 3.39
As 0.25 -0.74 2.30
C 1.98 -0.15 2.91
C -0.96 0.71 2.67
C -1.42 0.98 3.96
C -2.25 2.07 4.17
C -2.61 2.89 3.11
C -2.16 2.63 1.82
C -1.34 1.53 1.61
As -0.61 1.07 -0.10
C 0.90 2.23 -0.36
C -1.88 1.51 -1.46
H 0.03 -1.99 4.42
H 0.24 -3.13 3.07
H -1.34 -2.36 3.33
H 1.86 0.15 3.95
H 2.31 0.70 2.32
H 2.70 -0.96 2.84
H -1.14 0.35 4.80
H -2.61 2.28 5.17
H -3.25 3.75 3.29
H -2.45 3.28 1.01
H 0.52 3.24 -0.21
H 1.31 2.13 -1.37
H 1.68 2.02 0.37
H -1.97 2.59 -1.50
H -2.85 1.07 -1.23
H -1.53 1.15 -2.43
C 4.10 -2.24 -1.24
S 2.79 -1.12 -1.69
O 1.84 -1.32 -0.46
C 3.54 0.45 -1.55
C 4.32 0.82 -0.45
C 4.89 2.08 -0.43
C 4.68 2.96 -1.49
C 3.90 2.58 -2.58
C 3.33 1.32 -2.61
H 4.38 -2.06 -0.20
H 4.93 -2.04 -1.91
H 3.73 -3.25 -1.38
H 4.49 0.13 0.37
H 5.51 2.38 0.40
H 5.14 3.94 -1.47
H 3.77 3.27 -3.41
H 2.74 1.01 -3.47
C -4.79 -2.14 0.24
N -3.84 -2.11 -0.90
C -4.24 -2.38 -2.18
C -3.38 -2.38 -3.21
C -2.00 -2.12 -2.94
N -1.62 -1.85 -1.67
C -2.54 -1.84 -0.69
O -2.09 -1.53 0.47
N -1.08 -2.14 -3.89
H -5.80 -2.04 -0.16
H -4.57 -1.30 0.90
H -4.70 -3.08 0.77
H -5.30 -2.59 -2.30
H -3.72 -2.60 -4.21
H -1.32 -2.38 -4.84
H -0.11 -2.02 -3.66
```

No. 4
A molecular structure, C22H31BN6OZn at a distorted geometry. Source: OMol25; level of theory: ωB97M-V with the def2-TZVPD basis set.

Values from the calculation:
energy above the lowest of the compared OMol25 structures with the same formula, charge and spin	88.6	kcal/mol
orbital gap (alpha / beta)	6.1 / 7.5	eV
F_max	0.122	Eh/bohr

```
62
C22H31BN6OZn, DFT ωB97M-V with the def2-TZVPD basis set
H -0.74 3.16 0.48
N -0.09 1.68 -0.88
B 0.81 0.46 -2.94
N 0.62 1.72 -2.06
C 0.92 3.01 -2.34
Zn -1.25 -0.41 -0.04
H 1.46 3.26 -3.26
C 0.42 3.79 -1.32
H 0.48 4.87 -1.22
C -0.20 2.94 -0.43
H 1.23 0.68 -4.04
C -1.46 -2.11 0.57
H -1.41 -2.09 1.66
H -0.55 -2.73 0.36
H -2.33 -2.54 0.12
N -0.67 -0.13 -2.99
N 1.63 -0.58 -2.17
N -1.47 -0.40 -1.84
N 1.21 -0.95 -0.91
C -1.44 -0.24 -4.12
C 2.79 -1.18 -2.50
H -1.06 0.00 -5.10
H 3.25 -0.91 -3.42
C -2.72 -0.67 -3.69
C 3.13 -2.02 -1.42
C -2.70 -0.78 -2.28
C 2.08 -1.84 -0.48
H -3.57 -0.83 -4.33
H 3.99 -2.62 -1.34
H -3.50 -1.10 -1.61
H 1.92 -2.37 0.46
H -1.33 1.18 -0.11
C 0.95 3.03 2.77
C -0.19 2.46 3.63
C -1.51 2.44 2.86
C 0.17 1.10 4.21
C 0.19 0.91 5.58
C 0.50 -0.33 6.14
C 0.75 -1.43 5.32
C 0.73 -1.31 3.94
C 1.02 -2.52 3.06
C 2.50 -2.87 3.07
C 0.18 -3.74 3.44
C 0.53 0.00 3.33
O 0.65 0.17 2.09
H 1.17 2.34 1.95
H 1.85 3.14 3.38
H 0.67 4.01 2.37
H -0.30 3.11 4.51
H -1.42 1.76 2.01
H -2.33 2.08 3.50
H -1.76 3.44 2.49
H -0.04 1.77 6.21
H 0.53 -0.43 7.22
H 0.97 -2.41 5.76
H 0.73 -2.23 2.05
H 2.83 -3.11 4.09
H 2.71 -3.74 2.43
H 3.10 -2.02 2.72
H -0.89 -3.50 3.43
H 0.36 -4.55 2.72
H 0.45 -4.10 4.44
```

No. 5
5 unconnected molecules or ions with the total composition C22H31F4NO14. Source: OMol25; level of theory: ωB97M-V with the def2-TZVPD basis set.

Values from the calculation:
energy above the lowest of the compared OMol25 structures with the same formula, charge and spin	0.0	kcal/mol
orbital gap	10.7	eV
F_max	0.011	Eh/bohr
SMILES	N[C@]1(C(F)(F)C(F)F)CCOC1=O.C[C@@H]1COC(=O)O1.C[C@@H]1COC(=O)O1.C[C@@H]1COC(=O)O1.C[C@@H]1COC(=O)O1

```
72
C22H31F4NO14, DFT ωB97M-V with the def2-TZVPD basis set
N 2.90 0.51 -3.16
C 1.86 1.03 -2.28
C 1.01 -0.03 -1.50
F 0.87 0.35 -0.21
F -0.23 -0.15 -2.00
C 1.63 -1.44 -1.44
F 0.86 -2.23 -0.66
F 1.65 -2.01 -2.68
C 1.00 2.05 -3.02
C 1.40 3.42 -2.41
O 2.27 3.14 -1.30
C 2.64 1.87 -1.26
O 3.50 1.43 -0.55
H 2.53 -0.02 -3.94
H 3.61 -0.02 -2.67
H 2.64 -1.41 -1.03
H -0.08 1.92 -2.88
H 1.21 2.04 -4.09
H 0.51 3.95 -2.05
H 1.92 4.07 -3.12
C -3.51 5.84 1.64
C -3.27 4.72 0.67
C -2.13 3.78 1.01
O -1.70 3.35 -0.30
C -2.04 4.31 -1.18
O -1.68 4.33 -2.32
O -2.85 5.22 -0.62
H -2.62 6.47 1.71
H -4.34 6.47 1.31
H -3.74 5.43 2.62
H -4.19 4.15 0.50
H -2.44 2.95 1.63
H -1.30 4.31 1.49
C -0.12 -0.92 5.21
C -1.13 0.15 5.47
C -2.59 -0.28 5.36
O -3.23 0.94 4.95
C -2.31 1.69 4.30
O -2.57 2.68 3.68
O -1.08 1.18 4.45
H -0.24 -1.33 4.21
H 0.90 -0.53 5.30
H -0.23 -1.73 5.93
H -0.95 0.64 6.43
H -3.02 -0.62 6.30
H -2.73 -1.03 4.58
C -1.18 -2.55 -4.10
C -1.89 -3.84 -4.39
C -1.16 -4.80 -5.30
O -2.23 -5.51 -5.94
C -3.32 -4.70 -5.94
O -4.31 -4.91 -6.55
O -3.10 -3.62 -5.15
H -1.00 -2.00 -5.03
H -1.79 -1.91 -3.45
H -0.23 -2.74 -3.61
H -2.18 -4.34 -3.47
H -0.51 -5.51 -4.78
H -0.58 -4.28 -6.07
C 3.09 -0.70 2.07
C 3.83 -1.94 2.50
C 3.61 -3.16 1.64
O 3.77 -4.23 2.58
C 3.45 -3.76 3.81
O 3.30 -4.43 4.78
O 3.33 -2.41 3.77
H 2.02 -0.87 2.06
H 3.30 0.13 2.75
H 3.40 -0.39 1.07
H 4.90 -1.74 2.62
H 4.33 -3.27 0.83
H 2.59 -3.20 1.24
```

No. 6
A molecular structure, C22H31IrNOP2 at a distorted geometry. Source: OMol25; level of theory: ωB97M-V with the def2-TZVPD basis set.

Values from the calculation:
charge	+2
energy above the lowest of the compared OMol25 structures with the same formula, charge and spin	25.4	kcal/mol
⟨S²⟩	8.80
orbital gap (alpha / beta)	4.9 / 4.5	eV
F_max	0.140	Eh/bohr
spin multiplicity	6

```
58
C22H31IrNOP2, DFT ωB97M-V with the def2-TZVPD basis set
C -0.76 3.85 -3.07
C -0.85 3.04 -1.95
C -1.54 1.81 -2.08
C -2.04 1.39 -3.31
C -1.92 2.22 -4.43
C -1.28 3.45 -4.31
C -2.57 -0.01 -3.31
C -3.45 -0.26 -2.13
C -2.93 0.22 -0.92
C -3.57 -0.05 0.32
C -4.75 -0.80 0.29
C -5.29 -1.26 -0.91
C -4.65 -0.99 -2.13
H -0.26 4.81 -2.97
H -2.34 1.90 -5.39
H -1.18 4.12 -5.17
H -3.06 -0.25 -4.25
H -5.23 -1.02 1.24
H -6.21 -1.84 -0.89
H -5.08 -1.34 -3.07
N -1.72 0.93 -0.99
Ir -0.09 0.17 0.00
C -0.25 3.42 -0.62
H -1.03 3.49 0.16
H 0.25 4.38 -0.70
C -2.99 0.49 1.59
H -2.97 1.59 1.59
H -3.60 0.16 2.44
P 0.96 2.13 -0.07
P -1.25 -0.06 1.88
C -1.39 -1.77 2.48
H -0.39 -2.12 2.79
H -2.08 -1.83 3.33
H -1.76 -2.41 1.67
C -0.66 0.91 3.30
H -1.21 0.63 4.21
H 0.41 0.71 3.46
H -0.80 1.98 3.11
C 2.27 2.13 -1.33
H 2.60 3.16 -1.54
H 3.12 1.54 -0.95
H 1.90 1.68 -2.25
C 1.73 2.76 1.45
H 2.45 2.02 1.82
H 2.26 3.70 1.22
H 0.97 2.95 2.22
H -1.65 -0.66 -3.14
H -0.02 -1.07 -1.02
C 3.67 -1.68 1.66
C 2.32 -1.57 1.00
C 1.64 -2.81 0.57
O 1.85 -0.41 0.84
H 3.91 -2.73 1.80
H 3.67 -1.17 2.63
H 4.43 -1.21 1.03
H 0.67 -2.95 1.07
H 1.47 -2.80 -0.51
H 2.28 -3.68 0.81
```

No. 7
C22H31N3O3 in the gas phase. Source: OMol25; level of theory: ωB97M-V with the def2-TZVPD basis set.

Values from the calculation:
energy above the lowest of the compared OMol25 structures with the same formula, charge and spin	55.2	kcal/mol
orbital gap	9.2	eV
F_max	0.013	Eh/bohr
SMILES	CCOC(=O)C1(CCOc2ccccc2)CCN(Cc2nccn2CC)CC1

```
59
C22H31N3O3, DFT ωB97M-V with the def2-TZVPD basis set
C -2.75 -3.89 -0.30
C -1.23 -3.84 -0.42
H -0.89 -4.45 -1.26
H -0.77 -4.18 0.51
O -0.77 -2.52 -0.72
C -0.65 -1.68 0.30
O -0.88 -1.97 1.45
C -0.22 -0.29 -0.17
C 0.97 -0.39 -1.14
C 2.21 -0.89 -0.42
N 2.56 0.04 0.64
C 1.51 0.07 1.64
C 0.20 0.57 1.03
H -0.57 0.54 1.80
H 0.34 1.60 0.69
H 1.81 0.75 2.44
H 1.35 -0.92 2.09
C 3.86 -0.28 1.23
C 4.96 -0.11 0.24
N 5.83 -1.03 -0.09
C 6.65 -0.46 -1.01
C 6.26 0.82 -1.24
N 5.18 1.05 -0.44
C 4.45 2.28 -0.33
C 5.12 3.22 0.68
H 6.13 3.46 0.37
H 5.16 2.76 1.66
H 4.55 4.15 0.75
H 4.42 2.76 -1.31
H 3.44 2.04 -0.01
H 6.65 1.58 -1.90
H 7.46 -1.02 -1.44
H 3.91 -1.32 1.60
H 4.02 0.39 2.08
H 3.05 -0.95 -1.12
H 2.04 -1.90 -0.02
H 0.72 -1.07 -1.96
H 1.17 0.60 -1.55
C -1.42 0.32 -0.91
C -2.70 0.38 -0.08
O -3.72 0.87 -0.93
C -4.98 1.00 -0.43
C -5.94 1.49 -1.32
C -7.24 1.66 -0.92
C -7.63 1.34 0.37
C -6.69 0.84 1.25
C -5.37 0.67 0.86
H -4.65 0.28 1.57
H -6.97 0.59 2.26
H -8.65 1.47 0.69
H -7.97 2.05 -1.62
H -5.62 1.74 -2.32
H -2.97 -0.62 0.28
H -2.58 1.04 0.78
H -1.63 -0.27 -1.81
H -1.17 1.33 -1.24
H -3.21 -3.47 -1.19
H -3.07 -4.91 -0.17
H -3.07 -3.31 0.56
```

No. 8
C22H31NO3 in the gas phase at a distorted geometry. Source: OMol25; level of theory: ωB97M-V with the def2-TZVPD basis set.

Values from the calculation:
energy above the lowest of the compared OMol25 structures with the same formula, charge and spin	25.1	kcal/mol
orbital gap	8.8	eV
F_max	0.050	Eh/bohr
SMILES	CCOC(=O)[C@]1([C@H](c2ccccc2)N2CCCC2)CCCCCCC1=O

```
57
C22H31NO3, DFT ωB97M-V with the def2-TZVPD basis set
C -2.17 1.78 -4.41
C -1.19 0.74 -3.93
O -1.09 0.87 -2.49
C -0.08 0.13 -1.98
C 0.06 0.23 -0.44
C 1.56 0.24 -0.06
O 2.42 -0.25 -0.75
C 1.93 0.92 1.27
C 2.67 2.25 1.09
C 1.76 3.42 0.73
C 1.13 3.30 -0.67
C -0.31 2.83 -0.70
C -0.65 1.54 0.03
O 0.60 -0.54 -2.74
H -2.52 1.51 -5.41
H -3.04 1.87 -3.75
H -1.69 2.75 -4.49
H -1.52 -0.28 -4.14
H -0.19 0.91 -4.36
H 1.04 1.06 1.90
H 2.57 0.21 1.81
H 3.20 2.46 2.03
H 3.43 2.11 0.31
H 0.98 3.54 1.49
H 2.37 4.34 0.75
H 1.15 4.30 -1.14
H 1.76 2.66 -1.31
H -0.94 3.62 -0.26
H -0.63 2.72 -1.74
H -1.73 1.36 -0.09
H -0.49 1.68 1.10
C -0.25 -4.62 0.10
C 0.63 -4.25 -1.09
C 0.55 -2.72 -1.20
N 0.08 -2.23 0.08
C -0.58 -0.95 0.22
C -0.73 -0.72 1.74
C 0.28 -1.12 2.63
C 0.18 -0.81 3.99
C -0.92 -0.10 4.47
C -1.95 0.26 3.60
C -1.87 -0.07 2.24
C -0.53 -3.31 0.84
H -1.20 -5.06 -0.22
H 0.24 -5.33 0.76
H 1.67 -4.54 -0.92
H 0.28 -4.71 -2.02
H 1.52 -2.27 -1.45
H -0.13 -2.49 -2.03
H -1.61 -1.04 -0.20
H 1.12 -1.71 2.25
H 0.98 -1.14 4.66
H -0.97 0.18 5.53
H -2.82 0.82 3.96
H -2.69 0.17 1.56
H -1.61 -3.16 1.03
H -0.07 -3.37 1.84
```